[1]
Below is a molecular structure, C37H37CuF5P2, with properties calculated with ωB97M-V with the def2-TZVPD basis set.

XYZ file:
```
82
Properties=species:S:1:pos:R:3:forces:R:3
Cu 1.0054 -4.3275 1.1219 -1.5 2.2 1.3
C 3.3086 -6.0507 0.5811 1.7 0.3 0.0
C 3.6796 -5.1507 -0.3489 1.1 -1.0 0.2
C 3.0809 -5.0888 -1.7172 0.2 0.1 -0.4
C 1.5833 -5.4883 -1.7678 0.6 0.3 -0.7
C 0.6579 -5.1494 -0.6087 -1.3 -2.2 -0.5
C 0.2969 -6.0242 0.4421 -0.7 0.6 -2.0
C 1.0783 -7.2071 0.8963 0.1 -0.7 0.4
C 2.5235 -7.3057 0.3811 -0.4 -0.2 0.1
C -0.6171 0.2558 -1.4748 -0.4 0.8 0.5
H 3.7538 -5.9613 1.5905 -0.1 0.0 -0.6
H 4.5646 -4.4865 -0.1543 -1.3 -0.3 0.1
H 3.6540 -5.7371 -2.4172 -0.3 0.2 0.3
H 3.1900 -4.0736 -2.1289 0.0 -0.4 0.4
H 1.1781 -4.9745 -2.6616 0.0 -0.2 0.5
H 1.5382 -6.5550 -2.0076 -0.3 0.1 0.2
H -0.1556 -4.4936 -0.9408 0.6 0.0 0.5
H -0.7618 -5.9649 0.7726 0.8 0.1 0.1
H 0.5382 -8.1472 0.6695 0.1 0.4 0.0
H 1.1116 -7.1773 1.9982 0.0 0.0 -0.1
H 3.0188 -8.0656 1.0013 -0.1 0.0 -0.3
H 2.5757 -7.6539 -0.6595 -0.1 0.1 0.4
H -0.8271 0.0772 -0.4123 0.1 -0.1 -0.3
H -1.3905 0.9155 -1.8847 0.1 0.0 0.1
H 0.3549 0.7532 -1.5330 -0.1 -0.2 -0.1
P 2.6466 -1.0990 -0.1598 -2.1 0.0 0.5
P -0.5961 -1.2230 -2.4608 1.7 -1.0 -0.2
C 2.1999 -1.7758 -1.8060 2.7 -0.1 1.1
C 1.0515 -1.8817 -2.5795 -2.0 0.0 -1.4
C 3.9758 0.0421 -0.5269 0.5 0.4 -0.2
C 5.1210 -0.2784 -1.2788 0.2 0.9 0.7
C 6.1648 0.6597 -1.3500 -0.5 -0.1 0.0
C 6.0315 1.9123 -0.7349 -0.4 -0.1 0.0
C 4.8539 2.2482 -0.0483 0.2 -0.2 -0.2
C 3.8191 1.3197 0.0517 0.7 -0.4 -0.2
C 3.4019 -2.0286 1.3314 1.3 -2.5 -0.6
C 2.9510 -3.2909 1.8364 0.2 0.6 0.1
C 3.2972 -3.8149 3.1009 0.4 0.6 -0.7
C 4.3581 -3.2162 3.7765 -0.4 0.0 0.5
C 5.0472 -2.1720 3.1749 -0.2 0.2 -0.2
C 4.5975 -1.6259 1.9624 0.2 0.6 -0.2
C -1.4132 -0.8790 -4.0744 -0.1 0.0 -0.8
C -0.7504 -0.0954 -5.0450 -0.5 -0.3 0.1
C -1.3845 0.2198 -6.2545 0.1 -0.1 0.1
C -2.6574 -0.2795 -6.5573 0.2 0.2 0.5
C -3.3132 -1.0592 -5.6055 -0.2 -0.2 0.1
C -2.7087 -1.3642 -4.3786 0.5 0.3 -0.2
C -1.7193 -2.4304 -1.7466 -0.5 -0.2 0.1
C -2.5738 -2.1146 -0.6894 -0.3 -0.4 -0.2
C -3.4210 -3.1013 -0.1801 0.1 -0.1 -0.2
C -3.3260 -4.4179 -0.6282 0.1 0.1 -0.1
C -2.4437 -4.7412 -1.6632 -0.1 0.5 -0.2
C -1.7029 -3.7261 -2.2868 -0.4 -0.3 0.7
H 3.1172 -2.0851 -2.3542 -0.7 0.1 0.2
H 1.1817 -2.4291 -3.5382 -0.2 0.4 0.6
H 5.2116 -1.2614 -1.7417 0.0 0.2 0.1
H 7.0855 0.4114 -1.8741 -0.2 0.1 0.0
H 6.8383 2.6422 -0.8111 -0.2 -0.2 0.1
H 4.7429 3.2210 0.4245 0.1 -0.1 -0.1
H 2.9102 1.5329 0.6225 0.3 -0.1 -0.2
H 2.5928 -4.0235 1.0716 0.4 0.9 0.4
H 2.7723 -4.6648 3.5591 0.3 0.2 -0.5
H 4.6493 -3.5984 4.7595 0.0 0.2 -0.3
H 5.9251 -1.7461 3.6667 -0.2 -0.2 -0.3
H 5.2662 -0.9320 1.4334 -0.5 0.1 0.5
H 0.2686 0.2383 -4.8514 -0.2 0.0 0.0
H -0.8694 0.8647 -6.9689 -0.1 -0.3 0.2
H -3.1386 -0.0454 -7.5113 0.2 -0.1 0.4
H -4.3211 -1.4487 -5.8082 0.5 0.2 0.1
H -3.2323 -2.0110 -3.6785 0.1 0.2 -0.1
H -2.6042 -1.1113 -0.2725 0.0 -0.2 -0.1
H -4.1526 -2.8575 0.5788 0.2 0.0 0.1
H -3.9408 -5.1933 -0.1659 0.2 0.2 -0.2
H -2.3107 -5.7793 -1.9611 -0.2 0.2 -0.1
H -1.0689 -3.9665 -3.1395 0.0 0.1 0.2
F -0.3254 -1.6810 1.0769 -0.4 0.1 0.3
C -0.0137 -2.6513 2.0262 0.7 -1.0 0.1
F 0.9597 -2.0666 2.8282 -0.4 0.5 0.2
C -1.1817 -2.7851 3.0114 0.1 0.7 0.3
F -1.1930 -1.7693 3.9336 -0.5 -0.8 -0.6
F -2.4000 -2.7896 2.3952 0.9 -0.3 0.7
F -1.0216 -3.9373 3.7185 -0.5 0.5 -0.4
```
Forces are in eV/Å.

Its LUMO energy (alpha / beta) is 0.3 / 0.3 eV. The total charge is 0. The calculation puts the orbital gap (alpha / beta) at 5.51 / 7.22 eV. The multiplicity is 2. The value obtained for the total energy is -115767.2725 eV.

[2]
Below is a single C4H7N3 molecule, with properties calculated with ωB97M-V with the def2-TZVPD basis set.

XYZ file:
```
14
Properties=species:S:1:pos:R:3:forces:R:3
C 1.1525 1.4878 -0.6347 0.0 0.1 -0.1
C 0.6933 1.2087 0.7975 0.1 0.3 -0.1
C -0.3420 -0.8533 1.0462 0.8 0.2 -0.3
C -1.3249 -1.6039 0.6022 -0.1 0.1 0.4
N -1.1973 -2.0100 -0.7915 0.4 0.1 -0.6
N -0.3823 -1.5746 -1.5750 -0.4 -0.3 0.0
N 0.6961 -0.2280 1.1477 -0.8 -0.1 0.1
H 1.1887 2.5761 -0.7347 0.0 0.0 -0.1
H 2.1527 1.1137 -0.8769 -0.2 -0.1 0.3
H 0.4566 1.1041 -1.3848 0.1 -0.1 0.2
H 1.3671 1.7240 1.4883 -0.1 -0.2 0.0
H -0.3176 1.6183 0.9227 0.2 -0.1 0.1
H -2.2032 -1.9173 1.1335 0.0 -0.1 0.2
H -1.8890 -2.7401 -1.0608 0.1 0.1 0.1
```
Forces are in eV/Å.

Its LUMO energy is 0.8 eV. The total charge is 0. The calculation puts the orbital gap at 8.85 eV. The multiplicity is 1. The value obtained for the total energy is -8727.6684 eV.

[3]
Below is 3 unconnected molecules or ions with the total composition C4H12N2O, with properties calculated with ωB97M-V with the def2-TZVPD basis set.

XYZ file:
```
19
Properties=species:S:1:pos:R:3:forces:R:3
C 0.8200 -3.4002 -1.2241 -0.9 -0.2 -0.1
C 0.4043 2.8572 0.9647 -1.8 0.0 -0.1
C 0.2015 1.5031 0.8779 2.9 0.2 -2.3
C -1.0212 0.8931 1.1803 -0.3 -1.2 0.3
N -1.2743 -0.4159 0.8124 -0.8 1.9 1.9
N 1.1257 0.6987 0.1873 -1.0 0.3 1.2
H 0.3287 -2.4516 -1.5875 0.7 -1.0 0.1
H -0.0014 -4.0652 -0.8716 0.6 0.3 -0.1
H 1.3734 -3.9399 -2.0062 -0.1 0.3 0.2
H -0.3614 3.3949 1.4810 -0.2 0.4 0.6
H 1.0325 3.5096 0.3502 0.4 -0.8 0.4
H -1.7750 1.4710 1.6960 -0.3 0.1 0.0
H -0.6143 -0.9775 1.3521 0.2 -0.4 -0.2
H -0.9746 -0.5513 -0.1725 0.3 -0.7 -2.3
H 0.6696 0.1126 -0.5207 0.5 -0.2 -0.6
H 1.9593 1.1932 -0.0755 0.0 -0.1 -0.4
H -1.0040 -0.8239 -2.6082 -0.1 0.2 0.2
H 1.4810 -3.1801 -0.3852 0.1 -0.1 0.0
O -0.4488 -0.9044 -1.8270 -0.1 1.0 1.2
```
Forces are in eV/Å.

Its LUMO energy is -3.0 eV. The total charge is 0. The calculation puts the orbital gap at 4.75 eV. The multiplicity is 1. The value obtained for the total energy is -9365.3428 eV.

[4]
Below is a single FH2NO3S molecule, with properties calculated with ωB97M-V with the def2-TZVPD basis set.

XYZ file:
```
8
Properties=species:S:1:pos:R:3:forces:R:3
N -1.1885 -0.2127 0.1285 -0.6 -0.6 0.3
O 2.5142 -0.1997 -0.8723 2.0 0.2 -1.8
O 0.2098 -0.3283 -0.6167 -0.5 -1.3 -2.3
O -1.1898 -0.9266 1.1678 -0.9 1.1 -1.1
F 1.0989 1.4707 0.5603 0.9 -1.6 -0.1
S 1.5753 -0.2258 0.1542 -2.7 2.2 2.6
H -1.0843 0.8025 0.1518 -0.1 0.5 1.1
H -1.9357 -0.3801 -0.6737 1.9 -0.6 1.4
```
Forces are in eV/Å.

Its LUMO energy is -0.2 eV. The total charge is 0. The calculation puts the orbital gap at 10.92 eV. The multiplicity is 1. The value obtained for the total energy is -21212.9177 eV.